Below is a 2-piece molecular cluster, C2H6N4O6P overall at a distorted geometry, with properties calculated with ωB97M-V/def2-TZVPD.

```
19
Properties=species:S:1:pos:R:3:nbo_charge:R:1
H 2.38 -0.82 0.26 0.3907
H -1.61 0.64 0.35 0.2184
C 0.66 0.53 0.43 -0.2420
O 2.14 -3.45 1.14 -0.4596
N 1.41 -0.65 0.45 -0.9444
N -0.69 -1.02 -0.74 -0.9613
H 0.39 0.52 1.47 0.2040
O 0.05 -2.80 0.86 -0.6166
H -1.31 -1.29 -1.42 0.4210
O 0.50 -4.34 2.24 -0.2295
O 4.06 -4.42 -0.50 0.1025
O 1.33 -2.78 -1.44 -1.0783
N 4.31 -3.35 -0.60 0.8572
O 4.78 -2.32 -0.50 0.0302
H -0.62 0.95 -1.19 0.2011
P 0.66 -1.94 -0.41 2.3243
N 1.01 -3.63 1.49 0.7641
C -0.68 0.36 -0.31 -0.2060
H 1.20 1.45 0.21 0.2241
```

Properties
Calculated total energy (Eh): -1091.09942
Multiplicity: 1
ΔE to the lowest compared entry with this formula, charge and spin (kcal per mole): 26.0
F_max (eV/A): 5.962
Kohn-Sham gap (eV): 4.63
Net charge: +1

Below is one molecule with the formula C2H6N4OS at a distorted geometry, with properties calculated with ωB97M-V/def2-TZVPD.

```
14
Properties=species:S:1:pos:R:3:nbo_charge:R:1
N -1.35 -2.01 -0.16 -0.7766
H 1.88 1.74 1.05 0.3646
S -1.80 -1.10 2.29 -0.2632
H -0.15 0.56 1.13 0.4147
O 0.29 -0.66 -1.74 -0.6566
H 1.63 1.32 -1.75 0.4024
N 1.44 2.12 0.18 -0.6540
C -1.12 -1.13 0.78 0.2885
H -1.97 -2.77 0.11 0.4146
N 1.22 1.19 -0.84 -0.4604
C 0.43 0.09 -0.80 0.7797
H -0.89 -1.95 -1.08 0.4463
H 0.66 2.68 0.42 0.3599
N -0.27 -0.10 0.40 -0.6601
```

Properties
Calculated total energy (Eh): -772.28305
Multiplicity: 1
ΔE to the lowest compared entry with this formula, charge and spin (kcal per mole): 9.5
F_max (eV/A): 2.143
Kohn-Sham gap (eV): 9.12
Net charge: 0

Below is one molecule with the formula C2H6N4OS at a distorted geometry, with properties calculated with ωB97M-V/def2-TZVPD.

```
14
Properties=species:S:1:pos:R:3:nbo_charge:R:1
S 0.31 1.24 -0.58 0.1266
H 0.96 0.00 -3.91 0.3496
N 0.63 0.74 -3.18 -0.7276
N -0.20 0.98 1.91 -0.4801
H -0.74 1.99 1.69 0.4230
C 0.43 0.16 -2.07 0.3663
C -0.12 0.22 0.86 0.5194
H 0.39 -0.21 3.31 0.3667
O -0.21 -1.03 0.78 -0.6502
N -0.44 0.40 3.21 -0.6089
N 0.25 -1.17 -1.65 -0.8567
H -1.27 -0.23 2.88 0.3573
H 0.04 -1.79 -2.52 0.3895
H -0.04 -1.32 -0.72 0.4251
```

Properties
Calculated total energy (Eh): -772.19607
Multiplicity: 1
ΔE to the lowest compared entry with this formula, charge and spin (kcal per mole): 64.1
F_max (eV/A): 6.460
Kohn-Sham gap (eV): 9.72
Net charge: 0

Below is one molecule with the formula C2H6N4OS at a distorted geometry, with properties calculated with ωB97M-V/def2-TZVPD.

```
14
Properties=species:S:1:pos:R:3:nbo_charge:R:1
N 0.79 2.58 1.06 -0.8339
H 0.57 -2.29 -2.04 0.3380
H -0.18 -2.13 1.28 0.3879
O 0.38 1.61 -0.98 -0.5797
H 1.34 3.23 0.53 0.4018
C -0.33 -1.40 -0.58 0.5751
H 0.96 -2.77 0.17 0.3895
N -1.33 -0.47 -0.18 -0.7902
H -1.81 -0.15 -1.01 0.4194
S -1.07 0.66 1.04 0.3253
C 0.17 1.75 0.20 0.5358
N 0.40 -1.95 0.45 -0.8363
H 0.27 2.94 1.89 0.4070
N -0.16 -1.61 -1.83 -0.7398
```

Properties
Calculated total energy (Eh): -772.28018
Multiplicity: 1
ΔE to the lowest compared entry with this formula, charge and spin (kcal per mole): 11.3
F_max (eV/A): 2.027
Kohn-Sham gap (eV): 9.51
Net charge: 0

Below is a 2-piece molecular cluster, C2H6N4S overall at a distorted geometry, with properties calculated with ωB97M-V/def2-TZVPD.

```
13
Properties=species:S:1:pos:R:3:nbo_charge:R:1
N -0.53 -1.10 -0.18 -0.1941
C -0.01 -2.31 0.01 -0.3686
H 1.20 2.57 -0.50 0.2331
H 0.96 -2.47 0.14 0.1954
H -1.59 -0.92 -0.10 0.4077
C 1.66 1.94 0.28 -0.7115
H 2.76 2.20 0.33 0.2235
H 1.22 1.70 1.26 0.2362
N -3.02 1.03 -0.55 0.0440
N -3.45 0.25 0.11 -0.0362
H -0.76 -3.16 0.19 0.1949
N -0.03 0.03 -0.39 -0.5419
S 1.59 0.26 -0.60 0.3174
```

Properties
Calculated total energy (Eh): -696.92208
Multiplicity: 1
ΔE to the lowest compared entry with this formula, charge and spin (kcal per mole): 65.3
F_max (eV/A): 6.225
Kohn-Sham gap (eV): 8.13
Net charge: 0

Below is one molecule with the formula C2H6N4S at a distorted geometry, with properties calculated with ωB97M-V/def2-TZVPD.

```
13
Properties=species:S:1:pos:R:3:nbo_charge:R:1
N -0.50 0.07 2.08 -0.7014
C 1.07 -0.98 -0.90 0.2535
H -0.55 1.56 0.73 0.1589
C -1.33 -0.23 1.14 0.2856
S 0.46 1.67 -0.50 0.0475
N -1.28 -0.87 -0.14 -0.4860
H 0.27 -0.56 2.20 0.3599
H -1.99 -0.70 -0.83 0.4072
H 1.81 -1.61 -1.32 0.1790
H -2.40 0.21 1.30 0.1747
N -0.17 -1.76 -0.41 -0.5132
N 1.55 0.33 -0.85 -0.5751
H -0.16 -2.75 -0.30 0.4094
```

Properties
Calculated total energy (Eh): -696.83388
Multiplicity: 1
ΔE to the lowest compared entry with this formula, charge and spin (kcal per mole): 120.6
F_max (eV/A): 6.645
Kohn-Sham gap (eV): 8.79
Net charge: 0

> Look up the Kohn-Sham gap of the first one.

4.63 eV